[1]
The following is a DFT calculation (ωB97M-V/def2-TZVPD) of a molecular structure, C17H16Cl2Mn.

Computed properties:
Charge = -1
Orbital gap (spin up / spin down) = 5.905 / 7.390 eV
Lowest unoccupied orbital energy (spin up / spin down) = 2.217 / 3.008 eV
2S+1 = 5
Total energy = -74254.563 eV

CARTESIAN COORDINATES (ANGSTROEM)
C1 0.257 2.950 -1.425
C2 -0.922 3.368 -0.772
C3 -1.994 2.624 -1.316
H1 -0.982 4.097 0.019
C4 -1.471 1.723 -2.269
C5 -0.076 1.943 -2.338
H2 0.621 1.355 -2.905
H3 1.254 3.262 -1.175
H4 -3.029 2.714 -1.037
H5 -2.021 0.976 -2.817
Mn1 -0.657 1.087 -0.127
Cl1 1.442 1.618 1.102
C6 -1.106 -0.346 1.703
C7 -2.027 -0.717 0.699
C8 -2.901 0.359 0.496
H6 -1.991 -1.623 0.122
C9 -2.535 1.397 1.389
C10 -1.435 0.958 2.139
H7 -0.873 1.542 2.845
H8 -0.244 -0.911 2.006
H9 -3.679 0.407 -0.248
H10 -2.986 2.373 1.448
Cl2 -0.447 -3.693 -0.536
C11 1.036 -2.955 0.058
C12 1.911 -3.785 0.773
C13 3.129 -3.295 1.241
C14 3.489 -1.975 0.990
C15 2.626 -1.137 0.283
C16 1.375 -1.596 -0.178
C17 0.498 -0.658 -0.997
H11 1.654 -4.820 0.954
H12 3.804 -3.946 1.784
H13 4.446 -1.601 1.331
H14 2.964 -0.137 0.068
H15 1.167 -0.326 -1.807
H16 -0.300 -1.231 -1.504

[2]
The following is a DFT calculation (ωB97M-V/def2-TZVPD) of a molecular structure, C17H16Cl2Os.

Computed properties:
Orbital gap (spin up / spin down) = 4.909 / 6.397 eV
Lowest unoccupied orbital energy (spin up / spin down) = 0.281 / -2.026 eV
2S+1 = 5
Total energy = -45394.073 eV

CARTESIAN COORDINATES (ANGSTROEM)
C1 1.948 -1.800 0.446
C2 2.100 -2.092 -0.957
C3 0.792 -2.426 -1.469
H1 3.046 -2.146 -1.503
C4 -0.154 -2.222 -0.405
C5 0.575 -1.858 0.774
H2 0.169 -1.661 1.780
H3 2.764 -1.502 1.111
H4 0.550 -2.843 -2.445
H5 -1.226 -2.406 -0.462
Os1 0.879 -0.296 -1.392
Cl1 2.107 1.127 0.501
C6 0.955 1.539 -2.325
C7 -0.236 0.868 -2.700
C8 0.118 -0.359 -3.312
H6 -1.250 1.188 -2.494
C9 1.540 -0.442 -3.321
C10 2.057 0.736 -2.732
H7 3.110 0.964 -2.589
H8 1.013 2.458 -1.753
H9 -0.576 -1.106 -3.670
H10 2.123 -1.264 -3.718
Cl2 -0.359 3.450 1.207
C11 -0.986 2.151 2.116
C12 -1.178 2.304 3.484
C13 -1.853 1.316 4.218
C14 -2.224 0.117 3.595
C15 -1.935 -0.102 2.256
C16 -1.395 0.939 1.447
C17 -1.342 0.761 0.050
H11 -0.861 3.225 3.960
H12 -2.068 1.484 5.278
H13 -2.770 -0.641 4.166
H14 -2.205 -1.047 1.764
H15 -1.930 -0.094 -0.351
H16 -1.298 1.676 -0.556

[3]
The following is a DFT calculation (ωB97M-V/def2-TZVPD) of a single C17H16ClF3N4O molecule.

Computed properties:
Orbital gap = 8.715 eV
Lowest unoccupied orbital energy = 0.638 eV
Structure (SMILES) = O=C(Cc1ncc(C(F)(F)F)cc1Cl)N1CCN(c2ccccn2)CC1
Total energy = -46572.730 eV

CARTESIAN COORDINATES (ANGSTROEM)
O1 1.369 -0.427 -1.265
C1 1.526 -0.030 -0.129
N1 2.304 -0.696 0.759
C2 2.317 -0.510 2.192
H1 1.811 0.412 2.462
C3 1.607 -1.726 2.849
N2 0.821 -2.436 1.864
C4 -0.393 -1.877 1.516
N3 -0.771 -0.811 2.226
C5 -1.955 -0.269 1.988
C6 -2.830 -0.728 1.026
C7 -2.446 -1.843 0.291
C8 -1.228 -2.437 0.538
H2 -0.938 -3.320 -0.008
H3 -3.099 -2.251 -0.467
H4 -3.775 -0.241 0.856
H5 -2.193 0.590 2.603
C9 1.670 -3.051 0.867
H6 2.153 -3.930 1.307
C10 2.740 -2.030 0.394
H7 2.860 -2.069 -0.688
H8 3.704 -2.214 0.874
H9 1.071 -3.373 0.019
H10 2.338 -2.430 3.253
H11 0.944 -1.393 3.645
H12 3.358 -0.449 2.527
C11 0.914 1.286 0.364
C12 0.074 1.865 -0.726
N4 -1.237 1.803 -0.568
C13 -2.037 2.228 -1.524
C14 -1.558 2.745 -2.723
C15 -0.184 2.838 -2.911
C16 0.643 2.392 -1.893
Cl1 2.344 2.501 -2.068
H13 0.228 3.236 -3.826
C17 -2.512 3.230 -3.775
F1 -2.952 4.477 -3.514
F2 -3.608 2.462 -3.868
F3 -1.966 3.274 -4.997
H14 -3.097 2.146 -1.330
H15 0.264 1.086 1.217
H16 1.717 1.971 0.642

Q: What is the total energy in the first record?
A: -74254.563 eV

What did the first record say?
The following is a DFT calculation (ωB97M-V/def2-TZVPD) of a molecular structure, C17H16Cl2Mn.

Computed properties:
Charge = -1
Orbital gap (spin up / spin down) = 5.905 / 7.390 eV
Lowest unoccupied orbital energy (spin up / spin down) = 2.217 / 3.008 eV
2S+1 = 5
Total energy = -74254.563 eV

CARTESIAN COORDINATES (ANGSTROEM)
C1 0.257 2.950 -1.425
C2 -0.922 3.368 -0.772
C3 -1.994 2.624 -1.316
H1 -0.982 4.097 0.019
C4 -1.471 1.723 -2.269
C5 -0.076 1.943 -2.338
H2 0.621 1.355 -2.905
H3 1.254 3.262 -1.175
H4 -3.029 2.714 -1.037
H5 -2.021 0.976 -2.817
Mn1 -0.657 1.087 -0.127
Cl1 1.442 1.618 1.102
C6 -1.106 -0.346 1.703
C7 -2.027 -0.717 0.699
C8 -2.901 0.359 0.496
H6 -1.991 -1.623 0.122
C9 -2.535 1.397 1.389
C10 -1.435 0.958 2.139
H7 -0.873 1.542 2.845
H8 -0.244 -0.911 2.006
H9 -3.679 0.407 -0.248
H10 -2.986 2.373 1.448
Cl2 -0.447 -3.693 -0.536
C11 1.036 -2.955 0.058
C12 1.911 -3.785 0.773
C13 3.129 -3.295 1.241
C14 3.489 -1.975 0.990
C15 2.626 -1.137 0.283
C16 1.375 -1.596 -0.178
C17 0.498 -0.658 -0.997
H11 1.654 -4.820 0.954
H12 3.804 -3.946 1.784
H13 4.446 -1.601 1.331
H14 2.964 -0.137 0.068
H15 1.167 -0.326 -1.807
H16 -0.300 -1.231 -1.504

Q: Look up the total energy of the second one.
A: -45394.073 eV

Repeat the second record exactly.
The following is a DFT calculation (ωB97M-V/def2-TZVPD) of a molecular structure, C17H16Cl2Os.

Computed properties:
Orbital gap (spin up / spin down) = 4.909 / 6.397 eV
Lowest unoccupied orbital energy (spin up / spin down) = 0.281 / -2.026 eV
2S+1 = 5
Total energy = -45394.073 eV

CARTESIAN COORDINATES (ANGSTROEM)
C1 1.948 -1.800 0.446
C2 2.100 -2.092 -0.957
C3 0.792 -2.426 -1.469
H1 3.046 -2.146 -1.503
C4 -0.154 -2.222 -0.405
C5 0.575 -1.858 0.774
H2 0.169 -1.661 1.780
H3 2.764 -1.502 1.111
H4 0.550 -2.843 -2.445
H5 -1.226 -2.406 -0.462
Os1 0.879 -0.296 -1.392
Cl1 2.107 1.127 0.501
C6 0.955 1.539 -2.325
C7 -0.236 0.868 -2.700
C8 0.118 -0.359 -3.312
H6 -1.250 1.188 -2.494
C9 1.540 -0.442 -3.321
C10 2.057 0.736 -2.732
H7 3.110 0.964 -2.589
H8 1.013 2.458 -1.753
H9 -0.576 -1.106 -3.670
H10 2.123 -1.264 -3.718
Cl2 -0.359 3.450 1.207
C11 -0.986 2.151 2.116
C12 -1.178 2.304 3.484
C13 -1.853 1.316 4.218
C14 -2.224 0.117 3.595
C15 -1.935 -0.102 2.256
C16 -1.395 0.939 1.447
C17 -1.342 0.761 0.050
H11 -0.861 3.225 3.960
H12 -2.068 1.484 5.278
H13 -2.770 -0.641 4.166
H14 -2.205 -1.047 1.764
H15 -1.930 -0.094 -0.351
H16 -1.298 1.676 -0.556